# 1
74
Properties=species:S:1:pos:R:3:forces:R:3 method="wB97M-V/def2-TZVPD" charge=+1 mol_weight_g_mol=980.70 max_force_ev_per_a=0.68 spin_multiplicity=1 energy_ev=-120145.65047 homo_lumo_gap_ev=7.411
Sc 1.204298 -0.678889 0.199722 0.525 -0.192 0.049
C 2.291872 -3.578673 -1.011361 -0.006 0.006 -0.005
C 1.127482 -3.614814 -1.987753 0.007 -0.005 0.002
C 1.470340 -4.618330 -3.094598 -0.002 -0.005 -0.003
C 0.834413 -2.250142 -2.620566 -0.001 -0.024 0.005
C -0.127679 -2.376839 -3.793223 0.004 0.010 -0.001
O -0.959625 -1.217600 -3.680338 0.012 0.012 -0.018
C -0.823112 -0.724378 -2.449460 0.013 -0.003 -0.014
N 0.143758 -1.227403 -1.748075 -0.053 -0.103 0.061
C -1.853577 0.318644 -2.172473 0.021 0.002 -0.008
C -2.753622 0.545476 -3.227092 0.003 0.007 0.002
C -3.790339 1.449848 -3.117607 -0.002 0.002 -0.001
C -3.967196 2.151869 -1.937808 -0.003 -0.001 -0.001
C -3.087482 1.943752 -0.893387 0.005 -0.019 0.009
C -2.024546 1.046123 -0.985710 -0.021 0.005 0.007
P -0.969269 0.970418 0.509450 0.014 0.024 -0.075
C -2.144420 0.437523 1.784477 -0.031 0.041 -0.022
C -2.063404 0.924393 3.087067 0.083 -0.090 0.088
C -2.952638 0.476699 4.050922 0.010 -0.055 0.034
C -3.906981 -0.476949 3.731371 -0.001 0.007 0.001
C -3.978286 -0.980248 2.440396 -0.006 0.022 -0.023
C -3.106840 -0.520328 1.466752 0.033 0.001 0.026
C -0.610487 2.731880 0.782274 -0.014 0.009 0.021
C -1.333099 3.547661 1.648611 -0.064 0.060 -0.013
C -1.016886 4.892920 1.763130 0.034 0.024 -0.023
C 0.013106 5.435943 1.008820 -0.009 0.005 0.023
C 0.731284 4.631615 0.135073 0.006 -0.020 0.007
C 0.424492 3.285097 0.029950 -0.008 0.002 0.015
H 2.488041 -4.578894 -0.624770 0.008 -0.001 -0.005
H 2.119187 -2.963229 -0.135108 0.011 -0.019 0.047
H 3.201446 -3.228423 -1.506882 -0.002 0.003 0.001
H 0.220521 -3.943500 -1.468763 0.001 0.001 0.003
H 2.331199 -4.271256 -3.672724 0.001 0.000 0.001
H 0.649567 -4.807490 -3.785420 0.003 0.002 0.002
H 1.741852 -5.574296 -2.649179 -0.001 -0.002 -0.001
H 1.784112 -1.809944 -2.944136 -0.004 0.020 -0.002
H -0.775343 -3.249658 -3.704801 -0.005 0.005 0.010
H 0.345830 -2.366034 -4.770326 -0.004 -0.010 0.001
H -2.641677 -0.000996 -4.148219 -0.001 -0.003 0.003
H -4.460877 1.596349 -3.953150 0.000 0.000 0.000
H -4.780635 2.856441 -1.828649 0.001 0.000 0.002
H -3.229199 2.494997 0.025655 0.010 0.026 0.044
H -1.314544 1.657671 3.355262 0.000 -0.190 0.051
H -2.889047 0.866442 5.058046 0.000 0.000 0.004
H -4.594209 -0.830158 4.488467 0.003 -0.002 0.000
H -4.718659 -1.727335 2.187390 0.003 0.000 0.002
H -3.184204 -0.910528 0.459527 0.016 -0.005 -0.030
H -2.134346 3.136468 2.250370 0.017 0.161 -0.172
H -1.576077 5.517010 2.447338 -0.003 0.004 -0.004
H 0.260070 6.484638 1.105967 -0.003 0.003 -0.006
H 1.536183 5.050127 -0.454341 0.000 0.000 0.001
H 1.000842 2.663462 -0.647569 0.018 -0.023 -0.008
S 5.049776 0.720835 -2.228857 0.006 -0.098 -0.068
C 3.670287 1.245340 -3.092075 0.001 0.089 0.054
C 2.549590 0.827921 -2.458822 0.008 -0.086 -0.052
N 2.773577 0.080752 -1.322328 -0.127 0.207 -0.113
C 4.059636 -0.051267 -1.096380 -0.007 0.072 0.054
H 3.748279 1.830982 -3.992389 0.000 0.014 0.007
H 1.536738 1.022668 -2.780513 0.002 -0.001 -0.006
H 4.441056 -0.594634 -0.244549 -0.002 0.010 0.005
F 0.973089 2.161836 3.487021 -0.027 -0.008 -0.005
Te 2.370673 0.983905 3.252168 -0.090 0.042 0.001
F 3.916419 0.046639 2.985247 -0.066 -0.068 0.023
F 3.417478 2.491198 3.195582 0.022 -0.041 -0.006
F 2.149961 1.201016 1.365837 -0.030 0.047 0.150
F 2.573532 0.811877 5.060982 -0.007 0.029 0.017
O 1.088582 -0.356146 3.109645 0.128 -0.159 0.166
F -0.908996 -1.971822 3.485401 -0.090 -0.184 -0.163
Te 0.857500 -2.341740 3.045907 -0.609 -0.110 0.288
F 2.820440 -1.259949 1.031478 -0.173 0.202 -0.340
F 0.860194 -2.726033 4.856512 0.259 0.332 0.067
F 2.688510 -2.419128 3.285827 -0.015 -0.071 -0.410
F 0.864343 -4.166833 2.761971 -0.221 0.016 0.147
O 0.347745 -2.124553 1.289788 0.415 0.077 0.094

# 2
23
Properties=species:S:1:pos:R:3:forces:R:3 method="wB97M-V/def2-TZVPD" charge=-3 mol_weight_g_mol=612.54 max_force_ev_per_a=12.65 spin_multiplicity=7 s_squared=12.01 energy_ev=-254223.01829 homo_lumo_gap_ev="6.833 / 3.085"
Mn -17.804339 -20.142114 11.906976 0.170 -0.355 1.329
Br -16.424928 -22.412104 12.057792 -0.625 0.949 -0.462
Br -17.986830 -18.944223 9.359606 -0.063 0.004 0.588
Cl -14.458830 -17.992091 12.229451 2.558 -1.209 2.460
O -13.989009 -16.757027 12.888038 -1.034 -1.693 1.325
O -14.567501 -17.613561 10.923217 -2.323 1.610 -6.052
O -13.399184 -19.002352 12.175369 -0.338 0.026 1.804
O -15.699223 -18.605963 12.739748 0.736 0.948 -0.149
Cl -19.206905 -16.331791 12.549311 1.439 -4.566 -3.874
O -19.099139 -15.980673 11.175669 0.593 2.079 -1.389
O -20.443217 -15.978965 13.014455 -3.654 3.073 2.822
O -19.295597 -17.777286 12.478995 0.444 -3.393 -0.137
O -18.063067 -16.063376 13.276279 1.547 2.298 1.924
Cl -17.075921 -20.262644 15.873689 4.675 8.269 8.353
O -16.533748 -18.931306 15.552571 -1.057 -0.205 0.279
O -18.068646 -20.115291 16.999329 1.533 -1.060 -0.994
O -17.757299 -20.659813 14.804300 -3.848 -4.602 -7.251
O -15.853632 -20.916829 16.325426 -1.415 -2.355 -0.286
Cl -21.142345 -21.577767 12.429840 -0.857 5.187 4.919
O -22.408149 -20.814467 12.546389 1.076 0.547 -3.419
O -19.908841 -20.777050 11.875121 -1.975 -0.552 1.366
O -21.092731 -21.883890 13.849192 3.020 -1.490 -0.771
O -21.205681 -22.641381 11.570001 -0.600 -3.511 -2.385